Below is C4H8 in the gas phase, with properties calculated with ωB97M-V/def2-TZVPD.

Last column: Mulliken charge in e.
CARTESIAN COORDINATES (ANGSTROEM)
C (-1.27, -0.35, 0.43)  -1.169
C (0.15, -0.03, 0.14)  0.951
C (1.10, -0.11, 1.07)  -0.953
C (0.46, 0.43, -1.26)  -1.152
H (-1.93, 0.39, -0.03)  0.295
H (-1.48, -0.35, 1.50)  0.342
H (-1.56, -1.34, 0.06)  0.269
H (2.14, 0.12, 0.87)  0.258
H (0.86, -0.42, 2.08)  0.259
H (1.51, 0.65, -1.37)  0.323
H (-0.15, 1.32, -1.49)  0.290
H (0.18, -0.32, -2.00)  0.285

Calculated values
frontier orbital gap = 10.440 eV
HOMO energy = -9.29 eV
E_tot = -4277.1932 eV
LUMO energy = 1.15 eV
SMILES = C=C(C)C


Below is C8H23N2SbSr as an isolated structure at a distorted geometry, with properties calculated with ωB97M-V/def2-TZVPD.

Last column: Mulliken charge in e.
CARTESIAN COORDINATES (ANGSTROEM)
Sr (0.09, 0.13, 0.74)  0.613
N (2.57, 0.31, -0.29)  -0.424
C (2.79, 0.51, 1.14)  -0.761
C (2.56, -0.80, 1.91)  -0.770
C (1.88, -0.71, 3.31)  -0.516
C (1.28, 0.61, 3.81)  -0.661
N (-0.06, 0.88, 3.25)  -0.466
H (3.07, -0.50, -0.64)  0.177
H (2.89, 1.11, -0.82)  0.209
H (2.07, 1.27, 1.46)  0.258
H (3.78, 0.91, 1.39)  0.361
H (3.51, -1.31, 2.05)  0.375
H (2.01, -1.51, 1.27)  0.645
H (2.63, -0.99, 4.05)  0.376
H (1.12, -1.49, 3.39)  0.209
H (1.92, 1.46, 3.55)  0.363
H (1.28, 0.55, 4.90)  0.426
H (-0.37, 1.81, 3.53)  0.163
H (-0.74, 0.23, 3.63)  0.213
C (1.65, 4.41, -0.08)  -1.428
Sb (-0.16, 3.23, 0.04)  0.769
C (-1.05, 4.14, -1.68)  -1.265
C (-1.07, 4.49, 1.52)  -1.403
H (1.45, 5.46, -0.31)  0.417
H (2.30, 4.01, -0.86)  0.385
H (2.19, 4.36, 0.87)  0.351
H (-1.06, 5.22, -1.55)  0.359
H (-2.07, 3.77, -1.81)  0.351
H (-0.47, 3.87, -2.56)  0.363
H (-1.05, 5.53, 1.18)  0.397
H (-0.51, 4.41, 2.45)  0.383
H (-2.10, 4.19, 1.70)  0.391
C (-1.92, -0.12, -0.34)  -0.939
H (-2.41, 0.03, 0.66)  -0.050
H (-2.75, -0.21, -1.05)  0.128

Calculated values
frontier orbital gap = 3.826 eV
HOMO energy = -3.88 eV
E_tot = -19017.1124 eV
LUMO energy = -0.05 eV


Below is C2H4NP as an isolated structure at a distorted geometry, with properties calculated with ωB97M-V/def2-TZVPD.

Last column: Mulliken charge in e.
CARTESIAN COORDINATES (ANGSTROEM)
C (-0.10, 0.83, -0.16)  -0.564
C (0.52, -0.34, 0.40)  -0.051
N (-0.26, -0.79, 1.52)  -0.446
P (0.20, 0.87, 1.63)  0.007
H (0.58, 1.37, -0.83)  0.260
H (-1.08, 0.85, -0.66)  0.246
H (1.88, -0.67, 0.23)  0.264
H (-1.29, -0.88, 1.18)  0.284

Calculated values
frontier orbital gap = 9.783 eV
HOMO energy = -8.74 eV
E_tot = -12914.1470 eV
LUMO energy = 1.04 eV


Below is an isolated ion of composition C6H4BrClN3O2S and charge +1 at a distorted geometry, with properties calculated with ωB97M-V/def2-TZVPD.

Last column: Mulliken charge in e.
CARTESIAN COORDINATES (ANGSTROEM)
C (2.39, 0.44, 0.46)  -0.182
C (-0.35, -0.27, -0.78)  -0.321
C (-1.61, -0.63, -0.69)  0.170
C (0.35, 1.59, 1.15)  -0.034
C (-2.74, 0.24, -0.97)  0.319
C (0.91, -0.51, -1.17)  0.038
N (1.63, 1.18, 1.23)  -0.122
N (2.08, -0.28, -0.63)  -0.138
N (-1.73, -1.70, 0.32)  1.112
O (-0.87, -2.53, 0.30)  -0.532
O (-2.79, -1.73, 0.86)  -0.629
S (-4.21, -0.23, -0.67)  0.095
Cl (-0.06, 2.38, 2.50)  -0.125
Br (-2.31, 1.96, -1.61)  0.100
H (3.34, 0.14, 0.89)  0.330
H (0.94, -0.85, -2.21)  0.362
H (2.12, 1.49, 2.10)  0.278
H (2.89, -0.69, -1.09)  0.280

Calculated values
frontier orbital gap (spin up / spin down) = 4.949 / 4.975 eV
net charge = +1
HOMO energy (spin up / spin down) = -10.53 / -12.19 eV
2S+1 = 3
E_tot = -108234.6249 eV
LUMO energy (spin up / spin down) = -5.58 / -7.22 eV


Below is C6H14N2O as an isolated structure at a distorted geometry, with properties calculated with ωB97M-V/def2-TZVPD.

Last column: Mulliken charge in e.
CARTESIAN COORDINATES (ANGSTROEM)
C (2.47, 1.30, 0.05)  -0.737
C (0.34, 0.10, 0.94)  -0.834
C (-0.91, -0.27, -0.05)  1.855
C (-1.12, 0.94, -0.95)  -1.453
C (-2.18, -0.51, 0.72)  -1.168
C (-0.70, -1.65, -0.56)  -1.757
H (3.48, 1.24, 0.47)  0.330
H (2.32, 1.64, -1.20)  0.262
H (1.91, 1.97, 0.76)  0.281
H (0.38, -0.54, 2.00)  0.208
H (0.38, 1.27, 1.19)  0.295
H (-2.09, 0.72, -1.61)  0.408
H (-0.12, 1.27, -1.44)  0.168
H (-1.42, 2.01, -0.52)  0.300
H (-2.58, -1.69, 1.11)  0.230
H (-2.13, 0.26, 1.53)  0.399
H (-3.06, 0.24, -0.06)  0.235
H (-0.50, -2.51, 0.07)  0.320
H (0.11, -1.62, -1.48)  0.268
H (-1.72, -1.71, -1.00)  0.564
N (1.67, -0.01, 0.24)  0.525
N (2.11, -1.26, 0.03)  -0.150
O (3.40, -1.20, -0.24)  -0.549

Calculated values
frontier orbital gap = 9.946 eV
HOMO energy = -9.37 eV
E_tot = -11469.0801 eV
LUMO energy = 0.57 eV


Below is C27H37BaBrN2O2PS3Si as an isolated structure, with properties calculated with ωB97M-V/def2-TZVPD.

Last column: Mulliken charge in e.
CARTESIAN COORDINATES (ANGSTROEM)
Ba (-0.53, 0.21, 0.86)  0.647
O (-4.31, 4.09, 4.76)  -0.598
C (-3.19, 3.53, 4.27)  0.626
C (-2.45, 4.11, 3.24)  -0.398
C (-1.38, 3.42, 2.73)  -0.554
N (-1.01, 2.21, 3.17)  -0.041
C (-1.69, 1.73, 4.18)  0.090
Br (-1.15, 0.01, 4.80)  -0.143
C (-2.77, 2.32, 4.80)  -0.567
H (-4.74, 4.59, 4.05)  0.368
H (-2.76, 5.05, 2.79)  0.277
H (-0.82, 3.83, 1.90)  0.401
H (-3.33, 1.83, 5.58)  0.400
S (-5.02, 2.56, 1.67)  -0.338
C (-3.71, 1.66, 1.13)  0.066
S (-3.45, 0.03, 1.70)  -0.255
S (-2.58, 2.34, -0.02)  -0.463
C (2.31, 1.55, 2.67)  -1.053
Si (2.93, -0.21, 2.48)  0.033
C (4.73, -0.09, 1.89)  -1.219
C (2.91, -0.98, 4.20)  -1.000
N (1.90, -1.00, 1.35)  0.665
C (2.23, -2.22, 0.84)  -0.185
C (3.31, -3.04, 1.27)  -0.067
C (3.59, -4.27, 0.71)  -1.149
C (2.82, -4.78, -0.33)  -0.857
C (1.76, -4.01, -0.80)  -0.511
C (1.49, -2.78, -0.23)  0.101
O (0.44, -1.98, -0.72)  0.585
C (-0.69, -2.65, -1.18)  -0.617
C (-1.67, -3.01, -0.26)  0.297
C (-2.86, -3.56, -0.71)  -0.849
C (-3.06, -3.77, -2.07)  -0.553
C (-2.06, -3.44, -2.97)  -0.712
C (-0.87, -2.87, -2.53)  -0.071
H (3.03, 2.12, 3.28)  0.374
H (1.34, 1.63, 3.17)  0.237
H (2.25, 2.08, 1.71)  0.249
H (5.43, -0.56, 2.59)  0.347
H (5.02, 0.96, 1.78)  0.391
H (4.85, -0.58, 0.92)  0.346
H (3.67, -0.54, 4.84)  0.356
H (3.08, -2.06, 4.16)  0.334
H (1.93, -0.82, 4.67)  0.140
H (3.93, -2.69, 2.09)  0.277
H (4.42, -4.85, 1.10)  0.370
H (3.03, -5.75, -0.77)  0.412
H (1.13, -4.37, -1.60)  0.376
H (-1.49, -2.85, 0.80)  0.610
H (-3.63, -3.80, 0.00)  0.416
H (-3.99, -4.19, -2.42)  0.388
H (-2.21, -3.60, -4.03)  0.408
H (-0.08, -2.60, -3.22)  0.424
C (-0.59, 3.69, -4.15)  -1.380
C (-0.61, 3.15, -2.72)  -0.406
P (-0.15, 1.38, -2.46)  1.087
C (1.42, 1.26, -3.41)  -1.094
C (2.16, -0.05, -3.13)  -1.024
C (-1.29, 0.49, -3.61)  -0.857
C (-2.69, 0.23, -3.04)  -1.201
H (-0.87, 4.75, -4.16)  0.437
H (-1.29, 3.16, -4.79)  0.311
H (0.40, 3.61, -4.60)  0.257
H (-1.60, 3.27, -2.28)  0.171
H (0.07, 3.73, -2.09)  0.379
H (2.05, 2.10, -3.10)  0.450
H (1.24, 1.38, -4.49)  0.454
H (2.38, -0.16, -2.07)  0.089
H (1.55, -0.92, -3.42)  0.165
H (3.09, -0.11, -3.69)  0.455
H (-0.80, -0.46, -3.84)  0.472
H (-1.35, 1.03, -4.55)  0.552
H (-2.65, -0.36, -2.13)  0.146
H (-3.30, -0.31, -3.77)  0.358
H (-3.19, 1.16, -2.78)  0.368

Calculated values
frontier orbital gap = 6.038 eV
net charge = -1
HOMO energy = -3.80 eV
E_tot = -156089.4991 eV
LUMO energy = 2.24 eV


Below is a 2-piece molecular cluster, C5H10FNS overall at a distorted geometry, with properties calculated with ωB97M-V/def2-TZVPD.

Last column: Mulliken charge in e.
CARTESIAN COORDINATES (ANGSTROEM)
C (1.56, 0.43, -0.35)  0.150
C (-0.40, -1.80, -0.55)  -1.201
C (-0.66, -0.29, 1.52)  -1.622
C (-1.05, 0.66, -0.89)  -0.317
C (-0.50, -0.37, 0.04)  0.839
N (1.64, 1.66, 0.19)  -0.241
F (-0.76, 1.93, -0.39)  -0.320
S (2.64, -0.45, -1.23)  -0.344
H (0.70, -1.99, -1.01)  0.151
H (-0.47, -2.51, 0.21)  0.401
H (-1.09, -2.06, -1.39)  0.290
H (-0.74, 0.69, 1.94)  0.383
H (0.04, -0.79, 2.17)  0.385
H (-1.58, -0.68, 1.92)  0.461
H (-2.16, 0.69, -0.98)  0.300
H (-0.42, 0.67, -1.84)  0.274
H (0.87, 1.89, 0.64)  0.184
H (2.39, 2.31, 0.02)  0.227

Calculated values
frontier orbital gap (spin up / spin down) = 8.469 / 8.470 eV
HOMO energy (spin up / spin down) = -7.79 / -7.79 eV
E_tot = -20387.1030 eV
LUMO energy (spin up / spin down) = 0.68 / 0.68 eV


Below is a 9-piece molecular cluster, C41H73BrN3O12PS overall at a distorted geometry, with properties calculated with ωB97M-V/def2-TZVPD.

Last column: Mulliken charge in e.
CARTESIAN COORDINATES (ANGSTROEM)
C (-5.47, -4.09, 0.95)  -0.853
C (-5.80, -2.56, 0.63)  -0.350
C (-5.11, -2.15, -0.74)  -0.870
C (-3.54, -2.26, -0.66)  0.785
N (-2.96, -2.68, -2.00)  -0.449
C (-2.16, -1.55, -2.47)  -0.809
C (-2.87, -0.56, -3.36)  0.158
Br (-4.74, -0.74, -3.85)  -0.223
C (-2.10, 0.57, -3.86)  0.175
P (-2.88, 1.86, -4.99)  0.489
O (-2.56, 3.27, -4.57)  -0.645
C (-0.66, 0.76, -3.49)  -0.123
N (-0.01, 1.86, -4.04)  -0.435
C (1.27, 1.98, -3.63)  -1.022
C (1.91, 1.02, -2.69)  0.592
C (3.41, 1.31, -2.27)  -0.154
C (3.54, 2.78, -1.70)  -1.022
C (2.39, 3.23, -0.73)  -0.543
C (2.36, 2.42, 0.63)  -0.761
S (0.67, 2.55, 1.36)  1.251
O (0.78, 2.77, 2.80)  -0.699
O (-0.09, 3.68, 0.81)  -0.656
O (-0.21, 1.18, 1.12)  -0.343
N (1.34, -0.08, -2.14)  0.282
C (0.02, -0.17, -2.59)  0.084
C (-0.78, -1.35, -2.10)  1.257
C (-0.06, -2.37, -1.15)  -0.579
H (-5.38, -4.64, -0.02)  0.249
H (-4.54, -4.19, 1.57)  0.035
H (-6.36, -4.49, 1.51)  0.395
H (-5.47, -1.88, 1.48)  0.170
H (-6.91, -2.46, 0.47)  0.365
H (-5.54, -2.73, -1.60)  0.366
H (-5.38, -1.08, -0.93)  0.313
H (-3.17, -3.00, 0.10)  -0.373
H (-3.12, -1.25, -0.39)  0.174
H (-2.34, -3.47, -1.81)  0.525
H (-2.30, 1.67, -6.29)  0.071
H (-4.29, 1.66, -5.08)  0.027
H (1.87, 2.83, -4.03)  0.328
H (4.04, 1.27, -3.20)  0.389
H (3.79, 0.51, -1.58)  -0.018
H (4.51, 2.82, -1.12)  0.253
H (3.65, 3.47, -2.57)  0.426
H (1.37, 3.25, -1.21)  0.342
H (2.60, 4.30, -0.46)  0.526
H (2.62, 1.34, 0.52)  0.281
H (3.04, 2.95, 1.35)  0.425
H (-0.11, 0.84, 0.20)  0.309
H (-0.77, -3.13, -0.74)  -0.235
H (0.49, -1.85, -0.31)  0.384
H (0.75, -2.96, -1.71)  -0.120
C (3.81, -3.22, -0.51)  -1.136
C (3.73, -2.97, -1.99)  1.085
O (2.66, -2.99, -2.57)  -0.590
C (5.02, -2.71, -2.72)  -1.047
H (2.81, -3.39, -0.11)  0.140
H (4.42, -4.10, -0.31)  0.409
H (4.24, -2.35, -0.01)  0.355
H (5.68, -3.57, -2.62)  0.449
H (5.50, -1.82, -2.32)  -0.105
H (4.81, -2.55, -3.78)  0.337
C (7.40, 0.37, -1.20)  -1.044
C (7.32, 0.62, -2.68)  0.858
O (6.26, 0.63, -3.27)  -0.496
C (8.62, 0.86, -3.41)  -1.339
H (6.39, 0.21, -0.81)  0.153
H (7.99, -0.53, -1.01)  0.430
H (7.84, 1.23, -0.70)  0.424
H (9.27, -0.01, -3.31)  0.350
H (9.12, 1.74, -3.00)  0.345
H (8.42, 1.03, -4.47)  0.342
C (2.71, -8.48, -0.93)  -1.280
C (2.64, -7.01, -1.22)  0.863
O (3.16, -6.19, -0.49)  -0.503
C (1.89, -6.58, -2.46)  -0.731
H (3.28, -8.64, -0.01)  0.315
H (1.71, -8.88, -0.79)  0.325
H (3.22, -9.00, -1.74)  0.358
H (0.85, -6.90, -2.39)  0.334
H (2.36, -7.02, -3.34)  0.366
H (1.92, -5.49, -2.54)  -0.027
C (-6.37, 1.86, 2.85)  -0.824
C (-5.07, 1.46, 2.19)  0.622
O (-4.86, 0.32, 1.84)  -0.490
C (-4.04, 2.53, 1.99)  -0.682
H (-7.02, 0.99, 2.93)  0.276
H (-6.17, 2.25, 3.85)  0.345
H (-6.87, 2.61, 2.24)  0.057
H (-3.74, 2.95, 2.95)  0.185
H (-4.44, 3.32, 1.35)  0.373
H (-3.16, 2.10, 1.51)  0.109
C (8.71, 0.48, 3.24)  -1.078
C (7.74, 1.51, 2.72)  0.798
O (7.15, 1.36, 1.68)  -0.476
C (7.54, 2.75, 3.56)  -1.125
H (8.75, -0.35, 2.54)  0.255
H (9.70, 0.92, 3.33)  0.333
H (8.37, 0.11, 4.21)  0.337
H (8.48, 3.29, 3.66)  0.347
H (7.15, 2.48, 4.54)  0.349
H (6.82, 3.41, 3.07)  0.259
C (-2.94, 5.80, 5.43)  -1.171
C (-3.03, 6.10, 3.96)  0.860
O (-4.10, 6.13, 3.39)  -0.544
C (-1.75, 6.35, 3.22)  -0.962
H (-3.94, 5.64, 5.84)  0.293
H (-2.34, 4.90, 5.59)  0.308
H (-2.48, 6.64, 5.96)  0.378
H (-1.11, 5.46, 3.28)  0.204
H (-1.24, 7.22, 3.63)  0.388
H (-1.98, 6.54, 2.17)  0.253
C (-0.86, -6.76, 2.27)  -1.138
C (-1.16, -5.32, 1.97)  0.872
O (-0.88, -4.82, 0.90)  -0.435
C (-1.81, -4.51, 3.06)  -1.232
H (-0.39, -7.22, 1.40)  0.212
H (-0.18, -6.84, 3.12)  0.364
H (-1.79, -7.30, 2.49)  0.349
H (-1.17, -4.48, 3.94)  0.441
H (-2.78, -4.94, 3.31)  0.323
H (-1.97, -3.49, 2.71)  0.211
C (-8.78, 5.12, -0.82)  -1.130
C (-8.49, 5.05, 0.65)  0.844
O (-8.56, 4.00, 1.26)  -0.577
C (-8.11, 6.33, 1.35)  -1.049
H (-9.04, 4.13, -1.19)  0.296
H (-9.62, 5.80, -1.00)  0.336
H (-7.90, 5.48, -1.36)  0.330
H (-8.92, 7.06, 1.26)  0.350
H (-7.20, 6.74, 0.91)  0.307
H (-7.93, 6.13, 2.40)  0.265

Calculated values
frontier orbital gap = 7.981 eV
HOMO energy = -8.33 eV
E_tot = -162904.8535 eV
LUMO energy = -0.35 eV
SMILES = CCCCNc1c(Br)c([PH2]=O)c2ncc(CCCCS(=O)(=O)O)nc2c1C.CC(C)=O.CC(C)=O.CC(C)=O.CC(C)=O.CC(C)=O.CC(C)=O.CC(C)=O.CC(C)=O